# 1
Here is one molecule with the formula C6H8 from the OMol25 dataset. Energies are from the ωB97M-V functional and the def2-TZVPD basis.

```
14
Properties=species:S:1:pos:R:3:forces:R:3
C -1.581 1.169 0.045 0.0 0.0 0.0
C -0.825 -0.077 0.452 -0.1 0.1 0.1
C -0.579 -1.200 -0.563 0.0 -0.2 -0.1
C 0.509 -0.329 -0.106 0.1 0.1 0.1
C 1.843 -0.036 -0.059 0.1 0.1 -0.3
C 3.067 0.178 -0.459 -0.3 -0.1 0.2
H -1.365 1.422 -0.998 0.0 0.0 0.1
H -1.291 2.024 0.664 0.0 -0.1 -0.1
H -2.661 1.018 0.148 0.1 0.0 0.0
H -1.014 -0.420 1.471 0.0 0.0 -0.2
H -0.938 -1.051 -1.583 0.1 0.0 0.2
H -0.629 -2.231 -0.215 0.0 0.2 0.0
H 1.566 -0.279 1.056 0.0 -0.1 0.1
H 3.897 -0.187 0.147 -0.1 0.0 0.0
```
Forces are in eV/Å.

Orbital gap (spin up / spin down), eV: 7.5793 / 7.5806
Multiplicity: 1
Energy above the lowest of the compared OMol25 structures with the same formula, charge and spin, eV: 5.686

# 2
Here is a 2-piece molecular cluster, C4H10N3O2 overall from the OMol25 dataset. Energies are from the ωB97M-V functional and the def2-TZVPD basis.

```
19
Properties=species:S:1:pos:R:3:forces:R:3
C 0.506 1.555 0.965 0.3 0.6 -1.1
C 0.373 -1.886 -0.452 -4.1 0.6 -1.5
C -1.273 -0.187 -0.113 -5.1 -0.7 0.2
C 0.952 0.282 0.351 0.0 0.5 -2.3
N 2.146 -0.238 0.567 2.5 -0.7 0.8
N -0.065 -0.713 0.322 1.7 -0.5 0.1
N 3.286 0.408 0.752 2.4 0.6 1.0
O 3.620 1.618 0.511 -2.5 -1.0 -0.4
O 4.244 -0.279 1.231 -1.5 -0.3 -0.5
H -0.426 1.736 0.517 -1.4 0.6 0.0
H 0.430 1.436 2.020 -0.1 0.0 1.0
H 1.062 2.431 0.675 0.9 -0.1 0.2
H -0.467 -2.675 -0.424 1.5 0.9 0.4
H 0.396 -1.565 -1.540 0.5 -0.2 0.8
H 1.302 -2.146 -0.093 1.9 -1.1 0.5
H -1.196 0.440 -0.989 0.3 0.1 -0.9
H -2.116 -1.007 -0.315 2.1 1.3 0.2
H -1.828 0.463 0.620 0.8 -0.7 -0.2
H 0.982 0.540 -1.513 -0.3 0.2 1.6
```
Forces are in eV/Å.

Orbital gap, eV: 7.2211
Multiplicity: 1
Net charge: -1
Energy above the lowest of the compared OMol25 structures with the same formula, charge and spin, eV: 4.463

# 3
Here is a 5-piece molecular cluster, C20H50BO9 overall from the OMol25 dataset. Energies are from the ωB97M-V functional and the def2-TZVPD basis.

```
80
Properties=species:S:1:pos:R:3:forces:R:3
C 1.908 -1.535 2.885 0.3 0.5 0.1
C 3.219 -1.831 2.096 -0.3 -0.7 0.9
O 3.004 -2.377 0.815 -0.1 0.6 0.0
C 2.308 -1.455 -0.008 -0.8 0.2 -0.3
C 2.201 -1.933 -1.501 1.1 0.5 0.1
O 2.147 -3.312 -1.662 -0.8 0.0 -0.7
B 0.869 -3.862 -1.199 0.0 -0.3 1.8
O 0.614 -5.308 -1.350 -0.2 0.4 0.2
C -0.708 -5.398 -0.858 -0.4 -1.2 -0.7
C -1.442 -3.969 -1.100 1.7 -2.1 -0.5
C -2.055 -3.443 0.231 -0.7 0.7 -0.3
C -1.777 -1.926 0.512 -0.8 -0.8 0.2
C -3.039 -1.106 0.115 -0.1 0.3 0.7
C -2.856 0.453 0.110 0.4 0.3 -0.6
C -1.375 0.933 0.130 0.3 0.4 -0.8
C -0.675 0.647 -1.271 -0.7 0.2 0.8
C -0.527 1.907 -2.188 0.2 -1.4 -0.8
C 0.155 1.446 -3.532 0.4 0.3 0.7
C 1.640 1.010 -3.343 -0.9 0.0 -1.2
O 2.449 2.148 -3.660 0.4 -0.6 0.5
C 3.823 1.815 -3.567 0.1 0.4 -0.2
O -0.385 -3.253 -1.685 -0.4 1.3 -0.5
H 1.239 -2.412 2.966 0.4 0.3 -0.4
H 2.169 -1.237 3.925 -0.1 -0.1 -0.6
H 1.363 -0.691 2.415 0.2 -0.5 0.4
H 3.874 -0.930 2.053 -0.4 -0.2 -0.1
H 3.781 -2.595 2.679 -0.2 0.3 -0.5
H 1.261 -1.279 0.337 0.7 -0.3 0.1
H 2.834 -0.470 0.089 -0.3 -0.3 -0.4
H 1.343 -1.413 -1.988 0.3 -0.4 0.5
H 3.112 -1.545 -2.022 -0.4 -0.4 0.2
H 0.814 -3.685 0.018 0.1 0.3 0.8
H -1.124 -6.262 -1.431 -0.4 0.7 0.1
H -0.821 -5.746 0.203 0.6 0.6 -0.3
H -2.146 -4.127 -1.941 -0.4 0.3 0.8
H -3.164 -3.550 0.132 0.6 0.0 0.2
H -1.791 -4.048 1.122 0.2 0.2 -0.7
H -1.647 -1.841 1.613 0.1 0.2 -0.7
H -0.850 -1.626 -0.004 -0.5 -0.2 0.2
H -3.811 -1.331 0.886 0.4 0.0 -0.5
H -3.483 -1.476 -0.835 0.6 0.3 0.4
H -3.410 0.965 0.922 0.2 -0.5 -0.2
H -3.296 0.828 -0.845 0.2 0.0 0.6
H -1.310 2.033 0.307 -0.2 -0.6 -0.1
H -0.781 0.484 0.955 -0.5 0.0 -0.5
H 0.289 0.137 -1.068 -0.5 0.5 -0.3
H -1.307 -0.105 -1.797 0.5 0.4 0.2
H -1.529 2.285 -2.489 0.5 0.0 0.6
H 0.066 2.707 -1.706 -0.4 -0.3 -0.2
H 0.160 2.294 -4.251 0.0 -0.6 0.3
H -0.409 0.604 -3.986 0.2 0.5 0.4
H 1.864 0.587 -2.343 -0.1 0.5 -0.4
H 1.846 0.205 -4.089 0.1 0.3 0.5
H 4.383 2.767 -3.672 -0.2 -0.6 0.3
H 4.147 1.156 -4.402 -0.2 0.1 0.4
H 4.040 1.313 -2.602 0.1 0.3 -0.4
C -4.309 -2.101 4.264 -0.1 -0.3 -0.2
O -4.138 -2.705 2.987 0.0 0.2 0.1
H -3.780 -1.151 4.271 0.0 -0.1 0.0
H -5.371 -1.923 4.459 0.0 0.1 0.2
H -3.894 -2.746 5.044 0.0 0.1 0.1
H -4.609 -3.540 2.999 0.0 -0.1 -0.1
C -1.367 0.070 3.732 -0.1 0.3 0.1
O -1.568 0.364 5.115 0.0 -0.2 0.1
H -0.952 -0.932 3.646 0.0 0.0 0.1
H -2.320 0.113 3.197 0.1 -0.1 -0.2
H -0.668 0.788 3.296 0.0 -0.1 -0.2
H -1.933 1.249 5.169 0.0 0.1 0.0
C 1.947 4.308 0.317 -0.3 0.2 -0.1
O 0.592 4.099 0.686 0.1 -0.1 0.2
H 2.521 3.419 0.571 -0.1 0.0 0.0
H 2.013 4.485 -0.761 0.2 0.0 0.0
H 2.352 5.167 0.862 0.2 0.0 0.0
H 0.105 4.896 0.454 0.0 0.0 -0.1
C 1.709 7.463 -1.447 -0.3 0.1 -0.2
O 0.426 6.851 -1.528 0.2 -0.1 0.3
H 2.301 6.934 -0.705 -0.1 0.0 0.0
H 2.210 7.404 -2.417 0.2 0.1 0.1
H 1.603 8.509 -1.145 0.2 0.0 0.0
H -0.075 7.333 -2.188 -0.1 -0.1 -0.1
```
Forces are in eV/Å.

Orbital gap, eV: 5.8453
Multiplicity: 1
Net charge: -1

# 4
Here is a 2-piece molecular cluster, C6H11N overall from the OMol25 dataset. Energies are from the ωB97M-V functional and the def2-TZVPD basis.

```
18
Properties=species:S:1:pos:R:3:forces:R:3
C 0.804 2.350 -0.276 0.1 0.3 -0.1
C -1.233 1.069 -0.725 -4.4 6.7 -4.1
C -0.690 -0.057 -0.233 3.8 -6.7 4.8
C -0.386 -1.159 -1.181 1.7 2.1 1.8
C 0.851 -1.111 1.617 -0.3 -0.1 2.8
C -0.290 -0.194 1.237 -1.1 1.9 0.6
N 1.364 2.168 -1.286 0.2 0.1 0.5
H -1.732 1.872 -0.189 0.1 -0.4 0.5
H -1.651 1.033 -1.769 0.6 0.1 0.8
H -1.269 -1.339 -1.686 -1.8 -1.1 -1.5
H 0.029 -1.952 -0.594 0.1 -0.9 -0.3
H 0.360 -0.720 -1.865 0.0 -0.5 -0.4
H 0.710 -2.182 1.574 -0.5 -0.3 -0.7
H 1.019 -1.020 2.737 -0.3 0.2 -1.0
H 1.790 -0.874 1.231 1.5 0.5 -1.2
H -0.095 0.906 1.636 -0.2 -2.2 -0.7
H -1.123 -0.551 1.934 0.2 0.5 -1.0
H 1.541 1.762 -2.164 0.2 -0.1 -0.7
```
Forces are in eV/Å.

Orbital gap (spin up / spin down), eV: 5.9556 / 9.2887
Multiplicity: 3
Energy above the lowest of the compared OMol25 structures with the same formula, charge and spin, eV: 2.029
⟨S²⟩: 2.01

# 5
Here is C45H22F15GeN4O2S2Ti as an isolated structure from the OMol25 dataset. Energies are from the ωB97M-V functional and the def2-TZVPD basis.

```
92
Properties=species:S:1:pos:R:3:forces:R:3
Ti 0.778 -0.432 0.601 -0.5 -0.4 1.1
C 0.651 5.490 -6.061 0.0 0.0 0.0
O 0.801 6.535 -5.127 0.0 0.0 0.0
C 1.611 6.296 -4.051 0.0 0.0 0.1
C 2.311 5.117 -3.837 -0.1 0.0 0.0
C 3.082 4.964 -2.692 0.1 0.1 0.2
C 3.204 5.992 -1.754 -0.2 -0.3 0.0
C 2.513 7.184 -2.006 -0.1 -0.1 0.1
C 1.715 7.328 -3.120 -0.1 0.0 0.0
N 4.085 5.996 -0.655 0.1 0.1 0.2
N 4.516 4.955 -0.062 0.1 0.0 0.0
C 3.945 3.700 -0.008 -0.3 0.1 -0.1
C 4.850 2.622 0.050 0.1 0.0 0.0
C 4.446 1.308 0.154 0.0 -0.2 0.0
C 3.089 1.014 0.273 0.1 0.8 -0.1
O 2.547 -0.210 0.448 1.5 0.1 -0.2
C 2.152 2.051 0.249 0.1 -0.3 -0.1
N 0.844 1.622 0.353 0.4 1.0 -0.3
C -0.107 2.572 0.351 -0.1 0.1 0.0
C 0.178 3.914 0.319 -0.1 0.1 0.1
C 1.502 4.356 0.245 0.2 -0.2 -0.1
C 2.533 3.415 0.138 0.0 0.2 -0.1
H -0.056 5.847 -6.806 0.0 0.0 0.0
H 0.249 4.586 -5.594 0.0 0.0 0.0
H 1.600 5.252 -6.551 0.0 0.0 0.0
H 2.252 4.298 -4.541 0.0 0.0 0.0
H 3.609 4.034 -2.534 0.0 -0.1 0.0
H 2.594 7.986 -1.283 0.1 0.0 0.0
H 1.157 8.240 -3.292 0.0 0.0 0.0
H 5.902 2.860 -0.048 0.0 0.0 0.1
H 5.166 0.499 0.139 0.0 0.0 0.1
H -1.129 2.225 0.385 0.0 -0.1 0.0
H -0.634 4.628 0.355 0.0 0.0 0.0
H 1.720 5.409 0.282 0.1 0.1 -0.1
N -8.995 1.248 0.848 0.0 0.0 0.0
C -7.883 1.030 0.653 -0.1 0.0 0.0
C -6.492 0.768 0.424 0.2 0.0 0.0
C -6.088 -0.405 -0.211 -0.1 0.0 0.0
C -4.744 -0.672 -0.381 0.0 0.0 0.0
C -3.777 0.226 0.080 0.0 0.1 0.1
C -4.195 1.419 0.683 -0.1 0.0 0.0
C -5.537 1.690 0.856 -0.1 -0.1 0.0
C -2.382 -0.066 -0.008 0.1 0.0 -0.2
C -1.183 -0.292 -0.033 -1.4 0.0 -0.4
H -6.839 -1.100 -0.562 0.0 0.0 0.0
H -4.430 -1.589 -0.861 0.0 0.0 0.0
H -3.454 2.131 1.020 0.0 0.0 0.0
H -5.859 2.610 1.326 0.0 0.0 0.0
C -1.284 1.382 3.891 0.3 0.1 0.1
S 0.216 2.376 3.707 0.0 0.0 0.1
C 1.433 1.269 4.461 -0.3 0.1 0.0
H -1.504 1.223 4.947 -0.1 0.0 0.0
H -1.183 0.429 3.376 -0.1 0.0 0.0
H -2.094 1.950 3.437 0.0 0.0 0.0
H 1.545 0.365 3.868 0.1 -0.1 0.0
H 1.127 1.015 5.476 0.1 0.0 0.0
H 2.377 1.809 4.486 0.0 0.0 0.0
F 1.062 -1.532 -1.501 0.0 -0.2 -0.2
C 0.252 -2.559 -1.863 -0.2 0.1 0.3
C -0.528 -3.214 -0.915 0.8 -0.6 0.0
C -1.291 -4.263 -1.422 -0.1 0.4 0.3
F -2.088 -4.966 -0.608 0.0 -0.1 -0.1
C -1.297 -4.621 -2.757 -0.1 0.0 -0.2
F -2.067 -5.622 -3.189 0.0 0.0 0.0
C -0.512 -3.927 -3.659 0.0 0.0 0.1
F -0.521 -4.249 -4.948 0.0 0.0 0.0
C 0.268 -2.879 -3.204 0.0 0.1 -0.1
F 1.014 -2.185 -4.063 0.0 0.0 0.0
Ge 0.035 -3.315 1.032 -0.5 -0.7 0.7
S 0.368 -1.745 2.536 0.0 -0.2 -0.4
C 1.584 -4.555 0.884 0.2 0.1 -0.7
C 2.899 -4.108 0.938 -0.3 0.1 0.2
F 3.150 -2.827 1.200 0.2 -0.1 0.0
C 3.980 -4.945 0.723 0.1 -0.1 0.0
F 5.232 -4.496 0.821 0.0 0.0 0.0
C 3.754 -6.272 0.401 0.0 0.1 0.0
F 4.781 -7.097 0.211 0.0 0.0 0.0
C 2.458 -6.736 0.261 0.0 -0.2 0.0
F 2.246 -8.006 -0.098 0.0 0.0 0.0
C 1.405 -5.874 0.491 -0.1 0.3 0.1
F 0.161 -6.337 0.298 0.0 -0.1 0.0
C -1.383 -4.312 2.021 0.0 0.2 0.0
C -1.184 -5.382 2.873 0.0 0.1 -0.1
F 0.034 -5.927 3.016 0.0 -0.1 0.0
C -2.209 -5.921 3.633 0.0 -0.1 0.1
F -1.986 -6.966 4.437 0.0 0.0 0.0
C -3.470 -5.360 3.577 0.0 0.0 0.1
F -4.457 -5.860 4.320 0.0 0.0 0.0
C -3.697 -4.258 2.771 0.0 0.0 0.0
F -4.904 -3.688 2.741 0.0 0.0 0.0
C -2.654 -3.762 2.015 0.1 -0.1 -0.1
F -2.890 -2.707 1.227 -0.1 0.0 0.0
```
Forces are in eV/Å.

Orbital gap (spin up / spin down), eV: 4.1663 / 5.9942
Multiplicity: 3
Net charge: -1
Energy above the lowest of the compared OMol25 structures with the same formula, charge and spin, eV: 2.153
⟨S²⟩: 2.07

# 6
Here is a 40-piece molecular cluster, H80O40 overall from the OMol25 dataset. Energies are from the ωB97M-V functional and the def2-TZVPD basis.

```
120
Properties=species:S:1:pos:R:3:forces:R:3
H 1.988 3.146 -0.702 -0.5 0.3 0.4
H 0.780 2.931 0.237 -0.6 -0.6 4.2
O 1.015 3.195 -0.590 1.9 0.9 -3.8
H 2.442 -0.072 -2.016 1.1 -1.1 1.0
H 3.586 -1.012 -1.302 -1.3 0.7 -0.5
O 2.619 -0.781 -1.342 0.0 0.5 0.0
H 2.370 -5.950 -0.158 0.1 0.1 0.2
H 1.265 -6.662 -0.894 -0.5 -0.2 0.0
O 2.192 -6.447 -0.955 0.4 0.0 -0.3
H -3.069 -1.335 0.782 0.2 0.3 -1.1
H -2.149 -2.548 0.679 0.0 0.2 0.1
O -2.659 -2.013 1.300 0.2 -0.5 0.8
H -1.507 -2.467 -2.952 0.6 0.1 0.7
H -1.773 -3.559 -2.064 -3.4 -2.6 1.6
O -1.055 -3.117 -2.371 2.4 2.0 -2.6
H -2.839 -0.577 -4.130 -2.6 -0.4 0.2
O -1.927 -0.462 -4.169 2.6 0.4 -0.4
H -3.725 2.209 -0.235 -0.2 0.3 -1.6
O -3.479 2.110 -1.196 -0.9 0.6 1.4
H -3.928 1.462 1.972 0.8 -0.5 0.4
H -2.597 0.528 1.707 -2.9 1.9 3.1
O -3.279 0.920 2.479 2.8 -1.4 -2.5
H 2.913 -1.152 3.396 0.0 0.2 -2.0
H 2.701 -1.812 2.035 -1.1 -3.6 -1.3
O 2.945 -1.021 2.397 1.0 3.4 2.9
H -5.055 -4.495 0.149 0.8 0.4 -0.8
H -3.679 -5.019 0.277 1.1 -0.8 0.7
O -4.168 -4.441 -0.279 -1.6 0.1 0.2
H -1.424 5.716 -0.408 8.1 -1.1 -2.3
H -2.808 5.258 -0.857 1.5 0.9 1.1
O -2.250 5.797 -0.221 -9.6 0.1 1.1
H -3.071 3.168 3.581 -0.5 1.0 -0.5
O -3.849 3.601 3.159 1.3 -0.6 -1.5
H 0.137 -0.745 3.402 1.3 0.8 2.6
H -1.138 -0.672 2.679 0.3 -0.5 -0.3
O -0.208 -0.946 2.574 -1.8 -0.6 0.3
H 4.222 2.338 -2.356 -0.9 1.7 -0.5
H 3.586 3.843 -2.304 -3.8 4.7 -4.3
O 4.017 3.198 -1.933 4.6 -6.6 5.0
H 4.791 -0.815 1.614 0.4 0.1 -0.5
H 5.541 -0.983 0.270 -0.2 -0.2 -0.1
O 5.629 -0.603 1.145 -0.4 0.4 1.1
H -5.870 0.630 -2.090 1.2 1.0 0.1
H -6.009 -0.866 -2.402 1.1 -1.3 0.0
O -6.460 -0.050 -2.334 -2.3 0.4 -0.1
H -5.431 3.293 1.223 0.4 0.0 -1.2
H -5.243 4.547 0.545 0.3 1.6 -0.3
O -5.222 3.636 0.312 -0.7 -1.6 1.7
H 1.496 5.458 1.927 -2.5 0.7 -7.3
H 2.814 5.245 2.655 -2.5 0.1 -0.1
O 1.811 5.387 2.723 4.8 -0.8 7.4
H -4.277 -1.693 -1.019 0.0 0.8 -0.1
O -4.594 -2.231 -1.747 -1.8 3.0 -0.6
H 0.956 -0.349 0.830 1.1 0.1 0.7
H -0.384 -0.084 0.446 -2.5 2.4 -0.1
O 0.210 -0.765 0.427 2.0 -2.3 -2.0
H 2.548 -3.640 3.444 -0.4 -0.1 -0.3
O 2.758 -3.648 2.498 2.9 3.6 2.3
H 0.283 -2.546 -4.799 0.3 -0.4 0.5
H 1.419 -1.960 -3.958 2.2 -1.0 5.2
O 1.007 -1.925 -4.733 -2.5 1.1 -5.6
H 4.516 0.585 3.487 -0.9 0.0 -0.8
H 2.953 1.016 3.310 -1.9 -0.1 -2.5
O 3.689 0.931 3.840 2.9 0.7 3.5
H 3.598 5.343 0.416 -0.1 -1.0 0.2
H 2.792 6.048 -0.506 -0.8 -0.5 -0.5
O 2.841 5.136 -0.162 0.9 1.9 0.2
H 1.366 2.900 -3.905 -1.1 0.5 -0.2
H 2.463 3.281 -4.953 -0.2 1.0 -1.5
O 2.263 2.803 -4.184 1.0 -1.5 1.7
H 0.553 -5.113 2.221 -1.4 -0.8 -3.2
H 0.338 -4.940 0.646 2.2 3.7 -4.2
O 0.042 -5.388 1.345 -0.7 -2.8 7.4
H 4.207 2.835 2.481 -0.5 0.6 -0.9
H 4.092 3.112 0.929 0.2 -0.1 0.2
O 3.832 3.448 1.798 0.4 -0.6 0.7
H 1.091 -2.170 -0.238 -1.1 -1.1 -0.6
H -0.001 -3.066 -0.932 -2.5 0.7 -2.6
O 0.709 -3.071 -0.373 4.1 -0.9 3.1
H -1.533 2.886 -2.547 -1.7 -0.8 -0.5
H -0.210 2.961 -1.996 -0.4 1.2 -0.2
O -0.864 3.532 -2.464 1.8 0.1 0.2
H -4.362 -0.472 1.101 -1.9 3.2 -2.7
H -5.107 0.409 -0.117 -8.1 -0.3 -5.8
O -4.452 0.340 0.404 8.6 -3.4 8.5
H 1.135 2.986 2.058 -1.1 -1.9 1.8
H -0.095 2.727 2.962 -0.8 0.3 0.7
O 0.575 2.237 2.504 2.4 1.6 -2.4
H -0.928 -4.244 2.732 -0.6 -1.8 -1.7
O -0.976 -3.661 3.451 1.5 2.0 1.2
H 0.259 1.659 -0.569 -0.1 0.4 0.1
H 0.326 0.658 -1.676 -2.1 0.8 1.4
O -0.365 1.131 -1.076 1.5 -1.2 -2.5
H -4.121 -2.978 -1.558 1.5 -3.6 0.4
H -1.550 -1.279 -4.504 0.0 0.2 -0.3
H 2.350 -4.269 2.021 -2.5 -3.8 -2.5
H -2.589 1.837 -1.077 1.5 -0.6 -0.2
H -4.432 3.725 3.863 -1.6 0.5 1.8
H -0.355 -2.978 3.089 -1.1 0.1 0.3
O 1.786 -2.657 4.818 -1.5 1.4 -2.7
H 0.848 -2.902 4.632 1.0 -0.2 0.8
H 2.161 -3.083 5.538 0.4 -1.4 2.3
O -2.084 -0.886 -1.529 -3.6 6.2 -2.1
H -1.650 0.094 -1.552 -2.3 -2.8 -0.4
H -1.366 -1.180 -1.139 5.6 -3.5 3.2
O -4.502 2.716 -3.659 0.6 5.6 -7.3
H -4.502 2.169 -2.996 1.0 -4.4 5.9
H -3.602 3.014 -3.972 -1.6 -1.0 1.1
O 4.322 -1.028 -3.183 -0.9 -1.4 -6.0
H 4.827 -1.211 -4.103 -0.8 0.7 3.3
H 3.417 -1.273 -3.659 2.3 0.7 2.0
O 3.336 -3.748 -3.090 -0.3 -0.6 -0.4
H 3.593 -3.099 -2.432 0.1 -0.1 0.4
H 3.020 -4.555 -2.643 0.1 0.6 0.0
O 5.364 -2.371 -0.909 -4.9 -4.0 5.9
H 6.129 -2.330 -1.324 5.8 0.5 -3.5
H 5.548 -3.195 -0.215 -0.9 3.3 -2.6
O -1.657 2.524 4.160 -2.7 -4.0 1.6
H -1.553 2.199 5.086 0.8 1.2 -0.5
H -2.402 1.754 4.006 2.4 2.1 -1.0
```
Forces are in eV/Å.

Orbital gap, eV: 9.8649
Multiplicity: 1
Energy above the lowest of the compared OMol25 structures with the same formula, charge and spin, eV: 15.852

Number 1: F_max 0.4 eV/A. Number 2: F_max 5.2 eV/A. Number 3: F_max 2.7 eV/A. Number 4: F_max 9.0 eV/A. Number 5: F_max 1.6 eV/A. Number 6: F_max 12.6 eV/A.